ORCA calculation (ωB97M-V with the def2-TZVPD basis set) on a 3-piece molecular cluster, C19H37NO4SSi overall in a non-equilibrium geometry.

Summary:
Multiplicity: 1
Net charge: 0
SMILES: CC(=O)OCCCCCC[Si@H](S)c1ccccn1.CC(C)O.CC(C)O
Kohn-Sham gap: 9.677 eV

Last column: natural (NBO) charge in e.
Positions of all 63 atoms, in Å:
H  -1.81  -2.73  -0.28  0.189
C  2.40  -3.55  0.64  -0.728
H  4.90  1.44  -1.30  0.208
H  -8.81  0.94  -1.57  0.198
H  2.24  -0.74  -2.43  0.195
H  2.94  2.44  -0.12  0.197
H  4.87  0.12  4.65  0.216
C  1.60  1.04  5.29  -0.631
H  -1.92  1.66  -2.15  0.206
S  -0.38  2.33  1.72  -0.457
C  -2.90  -0.21  -2.16  -0.159
H  -3.58  -2.22  -1.84  0.221
H  3.41  -3.39  1.02  0.229
O  -6.26  0.37  -2.17  -0.725
C  3.93  0.95  -1.29  -0.397
H  -6.54  2.03  -3.32  0.174
H  -3.66  0.06  -2.88  0.236
C  -8.42  1.39  -2.49  -0.630
O  3.57  -3.29  -1.47  -0.531
C  -1.85  -1.72  -0.69  0.036
H  -8.95  2.33  -2.67  0.211
H  1.79  2.04  5.66  0.210
C  3.24  -2.64  -2.70  -0.078
H  2.27  -2.95  -3.11  0.205
H  3.99  -2.93  -3.44  0.182
Si  0.33  1.57  -0.19  1.253
H  1.77  -2.68  0.81  0.256
C  3.26  -1.11  -2.59  -0.417
C  -6.92  1.62  -2.38  0.095
O  2.47  -0.77  3.94  -0.722
N  -0.92  -0.89  -0.27  -0.428
H  2.90  1.18  3.58  0.176
O  1.72  -4.61  -1.39  -0.581
C  3.20  1.37  -0.02  -0.385
H  -5.51  2.72  -1.17  0.218
H  -7.07  3.54  -1.38  0.211
C  4.12  -0.58  -1.42  -0.404
H  3.66  -0.68  -3.51  0.209
H  4.31  1.47  5.64  0.210
H  -8.64  0.70  -3.31  0.218
H  3.94  -0.20  6.11  0.197
C  2.51  -3.87  -0.84  0.811
C  -0.98  0.34  -0.80  -0.221
H  1.99  -4.45  1.11  0.234
C  4.05  0.49  5.26  -0.629
H  1.41  0.38  6.14  0.195
H  -0.87  3.54  1.42  0.159
H  3.87  1.32  0.84  0.204
H  5.17  -0.84  -1.54  0.209
C  -1.93  0.65  -1.73  -0.241
H  1.85  -0.36  -0.28  0.241
H  0.55  2.67  -1.14  -0.175
C  -6.59  2.57  -1.24  -0.630
H  0.68  1.06  4.69  0.226
C  1.88  0.60  0.23  -0.896
H  2.34  -1.36  4.69  0.459
C  2.76  0.53  4.45  0.094
H  -6.92  2.16  -0.28  0.199
H  -6.58  0.00  -1.35  0.461
C  -2.85  -1.47  -1.59  -0.250
H  3.72  -1.05  -0.52  0.208
H  1.85  0.36  1.30  0.263
H  3.41  1.30  -2.19  0.192


ORCA calculation (ωB97M-V with the def2-TZVPD basis set) on a 2-piece molecular cluster, C28H41ClFN3O5S overall in a non-equilibrium geometry.

Summary:
Multiplicity: 1
Net charge: 0
SMILES: CCCNc1c(CCCCn2cccc2)c2c(c([C@@H](Cl)CC)c1[C@@H](C)F)C(=O)N(C)C2=O.CCOS(C)(=O)=O
Kohn-Sham gap: 8.015 eV

Last column: Löwdin charge in e.
Positions of all 80 atoms, in Å:
H  0.64  1.09  -1.44  0.105
C  -0.95  0.78  1.01  -0.071
H  0.35  -0.74  5.63  0.065
H  3.74  5.25  -1.52  0.086
H  -2.29  -5.15  -3.41  0.124
C  0.38  0.33  3.01  -0.021
H  -1.71  5.65  3.27  0.073
H  0.51  -2.55  -2.43  0.083
C  -1.35  -1.32  -0.51  -0.358
N  -0.49  -2.47  -0.60  -0.026
H  -4.18  -4.98  -7.54  0.075
C  1.28  -2.01  3.52  -0.601
H  2.38  -2.42  1.69  0.098
O  -2.69  -4.72  -5.35  -0.264
O  -0.10  -3.89  1.17  0.143
C  -0.83  -0.56  0.68  -0.027
H  0.58  4.02  4.41  0.096
H  -0.79  0.56  5.44  0.082
H  0.88  -1.10  -1.49  0.078
H  0.98  1.92  4.33  0.112
N  -0.43  2.64  2.44  0.006
H  -3.40  -2.90  -3.50  0.093
C  -0.31  1.23  2.18  -0.125
H  1.57  -2.66  -1.03  0.099
H  2.53  -4.62  2.69  0.065
H  -0.91  -4.51  -4.30  0.112
C  -0.50  4.21  4.35  -0.238
C  -2.32  -3.02  -3.60  -0.073
C  0.59  1.87  -2.21  -0.141
C  3.08  -3.83  3.18  -0.124
O  -2.27  -1.09  -1.22  0.161
C  3.29  4.32  -1.80  -0.089
F  2.36  0.49  4.35  0.003
O  -0.81  -4.30  -6.87  -0.278
H  3.01  -3.96  4.26  0.064
H  -1.97  -2.24  -4.28  0.079
H  -1.52  2.18  -2.39  0.109
C  0.49  -1.04  2.67  -0.111
C  -0.66  2.71  -1.99  -0.161
H  0.06  2.89  0.01  0.082
H  -0.11  5.40  2.60  0.066
C  0.27  0.33  5.52  -0.003
H  0.50  1.40  -3.18  0.129
H  -0.55  3.66  -2.50  0.108
H  1.20  4.54  -1.26  0.109
H  1.63  -1.54  4.42  0.060
H  -2.18  3.42  3.34  0.112
H  0.66  0.78  6.43  0.091
H  5.00  3.18  -2.64  0.087
H  3.32  -1.74  3.04  0.112
C  1.98  3.94  -1.67  -0.122
H  -2.20  1.13  -0.65  0.093
C  -1.98  -4.40  -4.13  -0.239
C  -3.13  -5.05  -7.81  -0.124
H  -2.77  -6.07  -7.74  0.074
H  -1.37  3.86  -0.24  0.109
H  -2.52  2.14  0.75  0.120
C  -0.91  2.90  -0.47  -0.182
N  1.80  2.67  -2.14  -0.103
H  -1.86  -2.87  -2.64  0.035
S  -2.20  -4.04  -6.70  0.562
C  -1.73  1.73  0.12  -0.105
C  2.56  -2.46  2.76  -0.229
H  -1.36  2.22  4.32  0.093
C  -0.13  -1.44  1.49  -0.022
C  1.02  0.84  4.29  -0.307
H  -0.26  6.36  4.05  0.070
H  -2.97  -4.65  -8.81  0.076
C  0.69  -2.17  -1.43  0.002
H  3.16  1.23  -2.98  0.110
C  -0.67  5.50  3.53  -0.102
O  -2.71  -2.70  -6.76  -0.276
H  0.48  3.07  2.45  0.121
Cl  0.26  -3.37  4.10  0.691
C  3.96  3.20  -2.39  -0.105
C  -1.20  3.05  3.63  -0.207
H  4.14  -3.90  2.94  0.072
C  -0.19  -2.78  0.78  -0.365
C  3.03  2.21  -2.58  -0.101
H  -0.89  4.33  5.35  0.108


ORCA calculation (ωB97M-V with the def2-TZVPD basis set) on one molecule with the formula C16H19ClFN3O2.

Summary:
Energy above the lowest of the compared OMol25 structures with the same formula, charge and spin: 0.0 kJ/mol
Multiplicity: 1
Net charge: 0
SMILES: CN1CCN(C(=O)[C@H]2CC(=O)N(c3ccc(F)c(Cl)c3)C2)CC1
Kohn-Sham gap: 8.938 eV

Last column: natural (NBO) charge in e.
Positions of all 42 atoms, in Å:
C  -0.50  -0.56  -0.64  -0.315
H  -0.19  -0.81  -1.65  0.228
H  -2.11  0.56  -1.59  0.191
H  -1.07  1.53  -0.49  0.243
N  3.77  -0.62  -1.45  -0.434
H  2.88  0.54  1.07  0.246
H  -5.24  1.90  3.68  0.234
C  -2.29  -1.03  0.92  0.693
H  3.50  -2.62  -2.13  0.169
C  4.21  -0.75  -0.08  -0.237
H  5.40  0.47  -2.12  0.204
C  -4.44  3.33  0.73  -0.086
C  2.91  -1.73  -1.83  -0.227
O  0.71  0.92  0.81  -0.627
H  -1.73  -2.37  -0.64  0.237
N  -2.42  0.25  0.47  -0.422
H  -0.58  -2.32  0.70  0.240
H  3.13  -1.07  1.78  0.193
C  -3.58  2.36  0.24  -0.259
Cl  -4.77  4.74  -0.21  0.026
N  1.78  -0.95  0.18  -0.432
H  4.67  -1.74  0.11  0.158
H  5.54  -1.28  -2.43  0.163
C  -3.30  1.21  0.98  0.161
H  2.47  -2.87  -0.04  0.201
C  -3.91  1.05  2.23  -0.207
H  -3.71  0.17  2.81  0.260
C  -1.22  -1.71  0.07  -0.491
C  3.00  -0.52  0.84  -0.224
H  4.96  0.01  0.12  0.215
C  1.99  -2.10  -0.66  -0.226
H  2.32  -1.41  -2.70  0.194
C  0.73  -0.11  0.17  0.695
H  -3.14  2.52  -0.73  0.231
F  -5.87  4.08  2.46  -0.312
C  4.84  -0.42  -2.40  -0.402
C  -5.03  3.15  1.97  0.352
C  -4.76  2.02  2.71  -0.251
C  -1.55  0.56  -0.65  -0.208
H  1.05  -2.51  -1.02  0.220
H  4.42  -0.28  -3.39  0.202
O  -2.90  -1.57  1.80  -0.599


ORCA calculation (ωB97M-V with the def2-TZVPD basis set) on a 2-piece molecular cluster, C3H3NO overall in a non-equilibrium geometry.

Summary:
Energy above the lowest of the compared OMol25 structures with the same formula, charge and spin: 157.6 kJ/mol
Multiplicity: 1
Net charge: 0
SMILES: C=C=O.C#N
Kohn-Sham gap: 10.321 eV

Last column: natural (NBO) charge in e.
Positions of all 8 atoms, in Å:
H  0.56  0.59  1.01  0.285
C  0.45  -0.49  0.78  -0.772
N  0.17  2.59  -0.63  -0.314
O  1.13  -1.10  -1.46  -0.484
C  0.38  2.07  -1.63  0.068
C  0.97  -0.88  -0.33  0.698
H  0.14  -1.15  1.66  0.275
H  0.70  1.25  -2.25  0.244


ORCA calculation (ωB97M-V with the def2-TZVPD basis set) on a 8-piece molecular cluster, C27H58NO13 overall in a non-equilibrium geometry.

Summary:
Energy above the lowest of the compared OMol25 structures with the same formula, charge and spin: 200.2 kJ/mol
Multiplicity: 1
Net charge: +1
Kohn-Sham gap: 10.397 eV

Last column: Löwdin charge in e.
Positions of all 99 atoms, in Å:
H  3.57  -5.73  0.00  0.036
H  4.80  3.14  1.19  0.104
O  1.89  1.81  1.13  0.065
H  4.31  1.57  0.73  0.014
H  -1.61  -1.07  3.36  0.121
O  1.49  -3.45  -0.44  0.000
C  -0.31  3.33  -2.61  -0.600
O  2.47  3.43  2.64  -0.030
C  -2.88  -2.74  0.06  -0.277
H  0.04  4.03  0.01  0.126
C  -1.43  -4.10  -6.55  -0.069
H  5.67  -0.75  2.24  0.160
C  -2.50  1.00  3.12  -0.501
O  0.93  -1.02  2.86  0.056
H  -2.17  0.64  -3.54  0.010
H  -3.42  -0.98  3.05  0.085
C  2.62  -3.90  -0.88  -0.397
H  -5.23  3.23  4.69  0.010
H  -2.52  0.40  -4.95  0.114
H  -0.36  4.77  -4.16  0.105
H  -2.69  3.72  3.59  0.195
C  -0.95  -3.48  -5.31  -0.158
H  1.53  -4.09  -3.45  0.139
C  2.36  -3.33  -3.24  -0.258
C  -5.09  3.60  3.79  -0.032
H  1.92  5.40  4.40  0.131
N  0.06  -0.03  -0.32  0.326
C  1.85  -0.49  3.54  -0.457
H  0.69  -0.82  0.17  0.196
H  -1.52  3.47  -4.37  0.053
H  1.32  3.96  5.09  0.086
O  -0.48  -1.59  -3.39  0.028
C  1.14  3.85  2.98  -0.283
H  1.84  1.35  4.65  0.073
C  3.52  -4.74  0.08  0.044
H  -1.99  -4.36  -0.84  0.045
C  2.77  2.41  1.74  -0.437
O  -3.64  1.68  3.42  -0.031
H  0.16  3.25  -4.80  0.112
C  -0.56  3.68  -4.05  0.021
O  3.12  -3.93  -2.14  -0.003
H  4.68  1.75  2.36  0.114
H  0.62  0.71  -0.73  0.090
H  3.02  -2.36  2.28  0.046
C  -2.58  -0.41  3.49  -0.021
H  -0.93  -4.89  -6.99  0.068
O  -1.50  1.39  2.50  0.044
H  1.87  -0.09  5.60  0.113
C  -1.40  -1.40  -4.21  -0.475
H  -2.83  -3.37  -2.12  0.151
H  -1.40  3.26  -0.11  0.108
H  -1.18  -4.09  -4.54  0.095
H  0.57  2.83  3.14  0.143
H  4.09  -2.70  -4.30  0.098
H  0.19  5.04  4.67  0.092
H  -2.66  5.32  -0.20  0.033
H  -6.01  3.37  3.30  0.071
O  -2.34  -1.55  0.53  -0.077
H  -1.66  5.36  1.28  0.117
O  -1.81  -2.26  -5.17  0.001
C  -2.17  -3.42  -1.13  -0.013
H  0.54  0.43  5.00  0.037
H  -2.46  -4.37  -6.54  0.085
H  5.30  -2.22  3.18  -0.042
H  3.60  -4.26  -4.73  0.095
C  -1.70  5.31  0.12  -0.064
C  5.09  -1.88  2.37  0.017
H  5.32  -2.52  1.57  0.050
H  -5.06  -3.41  -0.25  0.084
H  -4.08  -4.21  1.27  0.138
H  -1.23  -3.55  -7.45  0.089
H  4.33  -4.25  -0.21  0.032
C  -2.40  -0.25  -4.00  0.012
C  3.56  -1.55  2.34  -0.269
H  -5.22  4.57  3.93  0.020
H  0.84  4.41  2.13  0.101
O  0.40  2.45  -2.26  0.115
H  -1.36  6.27  -0.31  0.091
C  4.25  2.24  1.44  0.045
H  3.15  -4.69  1.15  0.121
H  -3.98  3.26  1.99  0.120
O  -1.05  4.14  -1.93  0.043
H  -0.45  0.55  0.24  0.054
O  3.12  -0.81  3.35  0.026
H  3.33  -1.03  1.27  0.168
H  0.02  -3.20  -5.50  0.091
C  -4.25  -3.32  0.50  -0.039
C  1.08  4.58  4.18  -0.116
H  2.64  -2.87  -5.37  0.096
C  3.14  -3.28  -4.46  -0.121
H  -2.62  -0.63  4.57  0.088
H  -3.42  -0.70  -3.52  0.149
H  -4.71  -2.41  0.96  0.078
C  -3.69  3.05  3.06  -0.164
H  -0.45  -0.67  -0.92  0.095
C  -0.95  4.16  -0.51  -0.223
H  -1.28  -3.02  -1.32  -0.015
C  1.47  0.36  4.69  0.048
H  1.87  -2.27  -3.12  0.145


ORCA calculation (ωB97M-V with the def2-TZVPD basis set) on a 3-piece molecular cluster, C16H29FO6 overall.

Summary:
Energy above the lowest of the compared OMol25 structures with the same formula, charge and spin: 88.0 kJ/mol
Multiplicity: 1
Net charge: 0
SMILES: COCC1=C([C@@H](C)F)C(=O)OC1=O.CCOCC.CCOCC
Kohn-Sham gap: 8.972 eV

Last column: natural (NBO) charge in e.
Positions of all 52 atoms, in Å:
H  5.92  -1.18  3.83  0.185
H  -2.05  0.80  -3.82  0.183
H  2.66  0.42  -5.38  0.217
H  -4.08  0.74  1.73  0.186
C  -1.12  -1.13  -3.64  -0.647
H  1.03  -0.07  -5.83  0.204
H  1.43  1.65  -5.74  0.213
C  0.45  -0.32  3.77  0.181
H  -3.45  2.94  -2.70  0.217
C  5.85  -0.21  3.35  -0.250
C  -1.12  0.31  -4.12  -0.064
C  1.23  0.70  -3.81  -0.063
H  6.63  0.45  3.75  0.192
C  -2.66  1.88  -1.00  -0.065
H  -3.89  3.65  -1.14  0.214
H  -2.50  0.95  -1.56  0.156
O  4.61  0.44  3.64  -0.524
O  -2.90  1.59  0.36  -0.540
H  1.43  -0.27  -3.34  0.158
C  1.61  0.67  -5.28  -0.645
C  -4.08  0.86  0.65  -0.064
C  3.42  -2.52  3.06  0.759
H  1.85  1.43  -3.28  0.187
H  -4.70  2.19  -1.71  0.202
H  0.83  0.68  3.54  0.179
H  -0.22  -1.67  -3.94  0.206
O  2.49  -3.45  3.49  -0.492
C  -0.80  -0.61  2.96  -0.648
C  1.32  -2.78  3.78  0.766
H  2.82  0.94  2.92  0.201
H  -5.04  -1.03  0.32  0.218
H  -0.52  -1.07  2.01  0.218
H  -3.27  -1.10  0.26  0.210
C  -4.14  -0.51  -0.01  -0.645
H  -4.98  1.44  0.40  0.161
H  3.83  0.08  1.75  0.191
O  4.49  -2.84  2.66  -0.507
H  -4.18  -0.44  -1.10  0.203
O  -0.10  1.12  -3.55  -0.538
H  -1.72  2.42  -1.02  0.195
H  -1.08  0.35  -5.22  0.163
C  1.55  -1.32  3.55  -0.093
C  3.53  0.12  2.81  -0.093
H  -1.19  -1.16  -2.55  0.211
H  5.99  -0.34  2.28  0.172
H  -1.34  0.31  2.73  0.234
F  0.16  -0.34  5.13  -0.353
C  2.81  -1.16  3.16  -0.072
O  0.33  -3.35  4.07  -0.494
H  -1.97  -1.66  -4.05  0.217
H  -1.43  -1.32  3.50  0.246
C  -3.74  2.71  -1.67  -0.647